Entry 1:
Computed, not measured: a molecular structure, C25H63N5O12V in a non-equilibrium geometry, with the ωB97M-V functional and the def2-TZVPD basis.

Properties
E, Ha: -3110.655293
Charge: -1
HOMO level, eV: -2.97
Frontier orbital gap, eV: 4.26
Maximum force, eV Å⁻¹: 6.30

The geometry in XYZ format:
```
106
Properties=species:S:1:pos:R:3:mulliken_charge:R:1
O 0.10 1.37 1.18 -0.858
V 0.35 -0.06 2.01 1.712
O 1.95 -0.24 2.00 -0.751
C -0.45 -0.85 5.65 0.740
O -0.38 0.29 5.18 -0.547
O -0.19 -1.81 4.89 -0.674
O -0.33 -0.90 6.89 -0.696
C -2.24 -2.88 -2.14 -1.567
C -2.10 -1.86 -0.93 0.650
C -3.12 -2.14 0.16 -1.014
O -2.80 -1.34 1.25 -0.150
C -3.88 -1.23 2.15 -0.930
N -0.73 -1.87 -0.48 -0.314
H -2.02 -3.89 -1.82 0.466
H -1.55 -2.72 -2.96 0.344
H -3.28 -2.95 -2.46 0.391
H -2.30 -0.87 -1.34 0.017
H -3.05 -3.19 0.44 0.356
H -4.16 -1.90 -0.10 0.406
H -4.90 -1.05 1.80 0.340
H -3.66 -0.50 2.93 0.289
H -4.07 -2.20 2.61 0.370
H -0.53 -2.85 -0.38 0.175
H -0.06 -1.55 -1.17 0.228
C 7.33 -0.65 3.23 -1.584
C 8.55 -1.18 2.47 0.450
C 9.76 -0.23 2.68 -0.687
O 10.99 -0.83 2.34 -0.337
C 12.09 0.04 2.38 -0.729
N 8.82 -2.55 2.91 -0.704
H 7.48 -0.39 4.28 0.372
H 6.47 -1.32 3.20 0.437
H 7.00 0.24 2.70 0.391
H 8.36 -1.28 1.40 0.246
H 9.79 0.16 3.69 0.353
H 9.61 0.65 2.05 0.360
H 12.99 -0.51 2.10 0.238
H 12.23 0.43 3.39 0.297
H 11.88 0.81 1.64 0.304
H 9.78 -2.63 2.63 0.317
H 8.71 -2.54 3.91 0.276
C 3.13 -6.41 1.93 -1.452
C 2.68 -5.62 0.68 0.404
C 3.15 -6.15 -0.69 -0.858
O 4.54 -6.26 -1.00 -0.343
C 5.26 -5.05 -0.90 -0.660
N 1.29 -5.60 0.79 -0.631
H 2.79 -5.94 2.85 0.453
H 4.22 -6.41 2.00 0.313
H 2.88 -7.47 1.87 0.393
H 3.14 -4.63 0.73 0.260
H 2.61 -5.67 -1.51 0.387
H 2.67 -7.12 -0.74 0.302
H 4.99 -4.48 -1.79 0.291
H 6.33 -5.26 -0.90 0.252
H 5.20 -4.48 0.02 0.287
H 1.05 -6.58 0.89 0.296
H 1.01 -5.20 1.68 0.314
C -9.14 4.16 5.12 -0.688
O -8.06 3.73 4.26 -0.295
C -7.61 4.84 3.42 -0.499
C -6.31 4.33 2.68 -0.589
N -5.86 5.27 1.63 -0.274
C -4.73 4.73 0.84 -0.643
C -3.88 5.82 0.09 -0.571
O -4.59 6.19 -1.12 -0.309
C -4.05 7.36 -1.74 -0.756
H -9.48 3.26 5.64 0.240
H -9.90 4.52 4.42 0.304
H -8.80 4.88 5.87 0.265
H -7.35 5.72 4.00 0.312
H -8.28 5.12 2.61 0.365
H -6.67 3.42 2.20 0.253
H -5.47 4.14 3.35 0.389
H -5.64 6.18 2.02 0.242
H -5.12 4.05 0.09 0.276
H -4.03 4.14 1.43 0.383
H -2.91 5.42 -0.22 0.396
H -3.65 6.63 0.79 0.336
H -3.94 8.26 -1.14 0.298
H -4.59 7.66 -2.64 0.266
H -3.04 7.10 -2.03 0.301
C -3.99 -1.28 -6.60 -0.832
O -3.60 -0.45 -5.54 -0.248
C -3.73 0.88 -5.75 -0.746
C -2.99 1.66 -4.62 -0.385
N -1.56 1.71 -4.92 -0.419
C -0.71 2.24 -3.84 -0.725
C 0.77 1.97 -4.07 -0.508
O 0.94 0.61 -4.25 -0.293
C 2.30 0.30 -4.69 -0.796
H -4.15 -2.32 -6.31 0.263
H -3.23 -1.51 -7.35 0.323
H -4.89 -0.94 -7.11 0.318
H -4.79 1.14 -5.80 0.476
H -3.22 1.09 -6.69 0.385
H -3.11 1.06 -3.71 0.134
H -3.39 2.65 -4.42 0.422
H -1.24 0.76 -5.06 0.297
H -1.07 1.89 -2.88 0.369
H -0.89 3.31 -3.87 0.317
H 1.27 2.40 -3.20 0.405
H 1.09 2.61 -4.89 0.391
H 2.69 -0.49 -4.05 0.236
H 3.00 1.10 -4.45 0.362
H 2.23 0.02 -5.74 0.262
```

***

Entry 2:
Computed, not measured: 7 unconnected molecules or ions with the total composition C25H65N2O9S in a non-equilibrium geometry, with the ωB97M-V functional and the def2-TZVPD basis.

Properties
E, Ha: -2176.015263
Charge: +1
HOMO level, eV: -11.15
Frontier orbital gap, eV: 8.20
Maximum force, eV Å⁻¹: 6.51

The geometry in XYZ format:
```
102
Properties=species:S:1:pos:R:3:mulliken_charge:R:1
C 0.62 -2.26 0.19 -0.891
C 1.87 -2.01 0.75 -0.012
N 2.17 -1.86 2.19 0.310
C 3.55 -2.50 2.41 -0.618
N 3.63 -3.04 3.77 -0.597
C 2.29 -0.44 2.66 -0.561
C 0.89 0.24 3.07 -0.811
C 0.78 1.68 2.39 -0.677
C 0.03 1.47 0.97 -0.092
S 0.75 2.45 -0.41 1.072
O 0.04 2.01 -1.66 -0.620
O 0.48 3.89 -0.10 -0.549
O 2.37 2.15 -0.66 -0.423
H -0.33 -2.54 0.76 0.214
H 0.53 -2.15 -0.93 0.233
H 2.76 -1.97 0.05 0.400
H 1.53 -2.37 2.82 0.435
H 4.29 -1.66 2.21 0.501
H 3.68 -3.29 1.59 0.363
H 3.27 -4.00 3.81 0.270
H 4.61 -3.02 4.07 0.283
H 2.91 -0.48 3.63 0.330
H 2.88 0.23 1.96 0.439
H 0.08 -0.48 2.75 0.364
H 0.80 0.34 4.20 0.426
H 1.77 2.20 2.23 0.360
H 0.06 2.30 3.02 0.304
H 0.17 0.37 0.71 -0.222
H -1.08 1.66 1.02 0.398
H 2.44 1.17 -0.74 0.353
C -3.17 -3.30 -1.61 -1.178
C -3.34 -3.43 -0.11 0.501
C -4.80 -3.33 0.30 -1.376
O -2.58 -2.41 0.55 -0.494
H -3.53 -2.32 -1.96 0.450
H -2.12 -3.36 -1.89 0.216
H -3.72 -4.08 -2.14 0.290
H -2.93 -4.39 0.22 0.212
H -5.21 -2.36 0.02 0.331
H -4.90 -3.42 1.38 0.362
H -5.39 -4.11 -0.17 0.354
H -2.94 -1.55 0.27 0.308
C -0.03 6.91 -3.65 -1.209
C 0.02 7.73 -2.37 0.395
C 1.42 7.78 -1.79 -0.881
O -0.87 7.15 -1.41 -0.550
H 0.28 5.88 -3.46 0.245
H -1.05 6.87 -4.05 0.315
H 0.63 7.34 -4.41 0.367
H -0.34 8.74 -2.57 0.306
H 1.78 6.78 -1.54 0.236
H 1.44 8.36 -0.87 0.063
H 2.12 8.23 -2.50 0.399
H -0.56 6.26 -1.22 0.332
C -8.62 -4.98 -2.50 -1.208
C -8.78 -5.12 -1.00 0.409
C -10.24 -5.02 -0.59 -1.315
O -8.03 -4.09 -0.34 -0.488
H -8.98 -4.01 -2.85 0.328
H -7.56 -5.04 -2.78 0.268
H -9.17 -5.76 -3.03 0.378
H -8.37 -6.08 -0.67 0.263
H -10.66 -4.04 -0.87 0.348
H -10.35 -5.11 0.49 0.322
H -10.84 -5.80 -1.06 0.377
H -8.39 -3.24 -0.63 0.328
C -2.35 -7.99 -4.02 -1.373
C -2.06 -6.50 -3.94 0.513
C -0.73 -6.16 -4.60 -1.325
O -2.04 -6.08 -2.58 -0.462
H -1.58 -8.56 -3.49 0.354
H -3.30 -8.22 -3.54 0.335
H -2.39 -8.33 -5.05 0.382
H -2.86 -5.94 -4.44 0.271
H 0.10 -6.67 -4.09 0.347
H -0.53 -5.09 -4.53 0.308
H -0.72 -6.45 -5.65 0.379
H -1.33 -6.57 -2.13 0.286
C 9.22 -1.11 2.65 -1.269
C 8.16 -2.07 2.14 0.322
C 8.01 -1.99 0.63 -1.221
O 6.90 -1.77 2.76 -0.492
H 8.95 -0.08 2.41 0.341
H 9.31 -1.17 3.74 0.321
H 10.19 -1.33 2.21 0.391
H 8.42 -3.09 2.43 0.278
H 7.70 -0.98 0.33 0.317
H 7.24 -2.67 0.28 0.288
H 8.95 -2.23 0.13 0.403
H 6.66 -0.86 2.52 0.324
C 0.98 11.21 1.90 -1.237
C 2.05 10.13 1.91 0.646
C 1.63 8.95 2.78 -1.223
O 3.27 10.68 2.41 -0.565
H 0.80 11.60 2.90 0.341
H 1.29 12.05 1.28 0.332
H 0.03 10.82 1.51 0.346
H 2.24 9.78 0.89 -0.021
H 1.48 9.27 3.82 0.372
H 2.42 8.19 2.79 0.300
H 0.71 8.50 2.42 0.347
H 3.11 10.99 3.31 0.357
```